1.
This record from the OMol25 dataset describes one molecule with the formula C4H8ClNO at a distorted geometry. The level of theory is ωB97M-V/def2-TZVPD.

Calculated values
Kohn-Sham gap (alpha / beta), eV: 8.038 / 7.528
Max |F|, hartree/bohr: 0.03173
ΔE to the lowest compared entry with this formula, charge and spin, kcal/mol: 85.2

Each line ends with the natural charge from an NBO analysis.
Positions of all 15 atoms, in Å:
1 C -1.43815 0.45829 1.56303  -0.270
2 C 0.01772 0.24978 1.72000  -0.526
3 C 0.36491 0.33807 0.23848  0.596
4 C 0.29540 -0.68192 -1.92947  -0.454
5 N 0.21336 -0.72373 -0.49584  -0.403
6 O 0.66898 1.57271 -0.20314  -0.660
7 Cl 1.50201 -2.19100 0.07678  -0.262
8 H -2.05788 -0.36715 1.26946  0.188
9 H -1.82433 1.45518 1.45383  0.180
10 H 0.51563 1.04011 2.27562  0.233
11 H 0.28178 -0.73305 2.10240  0.256
12 H -0.54698 -0.09035 -2.30012  0.200
13 H 1.23645 -0.26232 -2.30660  0.193
14 H 0.19517 -1.69985 -2.29938  0.239
15 H 0.57594 1.63525 -1.16505  0.491

2.
This record from the OMol25 dataset describes C36H57BrN5O2SSiV as an isolated structure at a distorted geometry. The level of theory is ωB97M-V/def2-TZVPD.

Calculated values
Kohn-Sham gap (alpha / beta), eV: 5.021 / 4.943
Max |F|, hartree/bohr: 0.02554
Multiplicity: 2
ΔE to the lowest compared entry with this formula, charge and spin, kcal/mol: 0.1
Total charge: -1

Each line ends with the Löwdin charge.
Positions of all 104 atoms, in Å:
1 V 0.07802 0.19562 -0.17895  0.683
2 C -1.49750 2.50290 2.71728  -0.087
3 O -0.50934 2.02947 1.82606  -0.137
4 C 0.72411 2.63100 1.89025  -0.242
5 C 0.92460 3.92527 2.34467  -0.036
6 C 2.21298 4.44864 2.37163  -0.100
7 C 3.28906 3.67766 1.95641  -0.096
8 C 3.08583 2.38312 1.50312  -0.015
9 C 1.80052 1.85338 1.45124  -0.199
10 N 1.50619 0.56457 0.99232  -0.147
11 N 2.47381 -0.31640 1.28982  0.051
12 C 2.18646 -1.63134 1.06472  -0.196
13 C 0.93007 -2.20321 0.77819  -0.344
14 O -0.18558 -1.46210 0.64851  -0.270
15 C 0.78351 -3.59546 0.63090  -0.044
16 C 1.83826 -4.45566 0.73681  -0.061
17 C 3.13005 -3.93863 1.01996  -0.184
18 C 4.25508 -4.79122 1.13106  -0.063
19 C 5.49856 -4.29844 1.40795  -0.119
20 C 5.67050 -2.91129 1.58654  -0.109
21 C 4.60186 -2.06379 1.47800  -0.035
22 C 3.30240 -2.54614 1.19344  -0.096
23 H -1.08352 2.61633 3.72272  0.102
24 H -2.28619 1.75366 2.72538  0.097
25 H -1.91355 3.45865 2.38285  0.087
26 H 0.08628 4.52466 2.67449  0.105
27 H 2.36761 5.46269 2.71810  0.094
28 H 4.29139 4.08619 1.98101  0.095
29 H 3.90068 1.75330 1.17719  0.109
30 H -0.21993 -3.95027 0.42772  0.100
31 H 1.70534 -5.52333 0.60830  0.098
32 H 4.10507 -5.85609 0.98722  0.100
33 H 6.34650 -4.96837 1.48649  0.087
34 H 6.65497 -2.51435 1.80357  0.088
35 H 4.72495 -0.99793 1.60242  0.093
36 C 0.42786 0.56863 -4.98638  -0.153
37 N -0.40169 0.91648 -3.84104  -0.087
38 C 0.34422 1.26426 -2.63332  -0.881
39 S 1.39638 -0.16334 -2.05774  0.641
40 N 1.16127 2.41672 -2.99419  -0.072
41 C 2.02194 2.94110 -1.94739  -0.144
42 H -0.21766 0.20353 -5.79020  0.062
43 H 1.17490 -0.20175 -4.75762  0.039
44 H 0.95663 1.45060 -5.34312  0.065
45 H -0.96862 0.11433 -3.58340  0.032
46 H 0.52851 3.14044 -3.32068  0.091
47 H 2.77151 2.19340 -1.68899  0.051
48 H 1.49097 3.20852 -1.02622  0.053
49 H 2.53085 3.83154 -2.32306  0.076
50 C -1.19553 3.79622 -1.00544  -0.048
51 C -1.66700 2.40266 -1.46045  -0.583
52 C -2.42367 2.60539 -2.78456  -0.069
53 C -2.69999 1.88262 -0.42983  -0.037
54 N -0.55107 1.43844 -1.48414  -0.156
55 H -2.05331 4.45503 -0.83482  0.082
56 H -0.56668 4.26681 -1.76344  0.071
57 H -0.61881 3.73134 -0.08480  0.058
58 H -3.23275 3.31955 -2.59503  0.076
59 H -2.86176 1.67573 -3.14621  0.071
60 H -1.79317 2.99539 -3.57857  0.063
61 H -3.71813 1.95225 -0.82146  0.077
62 H -2.67101 2.44839 0.50123  0.047
63 H -2.53468 0.82932 -0.19117  0.063
64 C -4.63252 -4.42806 -1.89026  -0.119
65 C -3.41975 -5.04094 -2.60714  -0.625
66 C -3.93066 -6.09183 -3.60510  -0.093
67 C -2.60792 -5.76957 -1.52660  -0.104
68 Si -2.34788 -3.70461 -3.48235  0.448
69 Br -2.05938 -2.06373 -1.99155  0.629
70 C -0.56679 -4.29981 -3.88425  -0.616
71 C 0.16564 -3.27348 -4.75996  -0.100
72 C -0.57588 -5.64730 -4.62438  -0.095
73 C 0.29170 -4.43888 -2.61398  -0.114
74 C -3.25074 -2.89679 -4.97731  -0.619
75 C -3.14949 -3.77107 -6.23567  -0.093
76 C -4.73773 -2.67763 -4.66459  -0.111
77 C -2.67654 -1.50960 -5.31072  -0.119
78 H -5.19083 -5.23595 -1.40468  0.083
79 H -5.31690 -3.91511 -2.56359  0.051
80 H -4.32554 -3.72232 -1.11869  0.055
81 H -4.46172 -6.87532 -3.05303  0.084
82 H -3.12431 -6.57535 -4.15927  0.064
83 H -4.63322 -5.67439 -4.32744  0.062
84 H -3.27272 -6.46069 -0.99714  0.085
85 H -2.19744 -5.07633 -0.79086  0.069
86 H -1.78514 -6.35541 -1.93450  0.064
87 H -0.25279 -3.18875 -5.76441  0.066
88 H 1.20799 -3.59081 -4.86545  0.092
89 H 0.18352 -2.28592 -4.29529  0.049
90 H -1.18243 -5.63298 -5.53226  0.063
91 H -0.93034 -6.46618 -3.99636  0.063
92 H 0.44946 -5.89222 -4.92183  0.085
93 H 0.45062 -3.47417 -2.13070  0.046
94 H 1.27499 -4.82039 -2.90797  0.093
95 H -0.11518 -5.12331 -1.87295  0.053
96 H -3.55903 -4.77234 -6.09101  0.066
97 H -2.12103 -3.87569 -6.58187  0.063
98 H -3.71696 -3.29921 -7.04563  0.084
99 H -5.29060 -3.61112 -4.55419  0.060
100 H -5.19381 -2.12556 -5.49319  0.084
101 H -4.87677 -2.08481 -3.75844  0.078
102 H -1.62834 -1.53231 -5.60046  0.048
103 H -2.77698 -0.81860 -4.47382  0.040
104 H -3.24178 -1.09573 -6.15279  0.088

3.
This record from the OMol25 dataset describes an isolated ion of composition C4H13N3 and charge +2 at a distorted geometry. The level of theory is ωB97M-V/def2-TZVPD.

Calculated values
Kohn-Sham gap, eV: 9.291
Max |F|, hartree/bohr: 0.08753
ΔE to the lowest compared entry with this formula, charge and spin, kcal/mol: 122.4
Total charge: +2

Each line ends with the natural charge from an NBO analysis.
Positions of all 20 atoms, in Å:
1 C -1.09134 -0.25659 1.12401  -0.030
2 C -0.28344 0.01547 3.48729  0.219
3 C 0.66959 -0.56469 -2.61637  -0.687
4 C 1.32086 -0.01037 -1.34045  -0.278
5 N -0.17400 0.22578 2.18755  -0.422
6 N -0.95390 0.38401 -0.33399  -0.387
7 N 0.44710 0.85719 -0.53200  -0.447
8 H -0.85871 -1.24645 0.96823  0.246
9 H -2.08513 -0.26231 1.30887  0.253
10 H 0.59186 0.14218 4.12609  0.279
11 H -1.21182 -0.32412 3.83587  0.240
12 H 1.32156 -0.59556 -3.51798  0.296
13 H 0.22259 -1.65584 -2.48338  0.245
14 H -0.01597 0.24534 -2.92138  0.204
15 H 2.16346 0.53780 -1.68245  0.273
16 H 1.64825 -0.87121 -0.75774  0.214
17 H 0.66572 0.49122 1.74961  0.462
18 H -1.15657 -0.12824 -1.15697  0.466
19 H -1.50670 1.28648 -0.43740  0.461
20 H 0.28658 1.72993 -1.00739  0.391

4.
This record from the OMol25 dataset describes a 2-piece molecular cluster, C2H7NS overall at a distorted geometry. The level of theory is ωB97M-V/def2-TZVPD.

Calculated values
Kohn-Sham gap (alpha / beta), eV: 8.045 / 7.748
Max |F|, hartree/bohr: 0.10030
ΔE to the lowest compared entry with this formula, charge and spin, kcal/mol: 77.2

Each line ends with the natural charge from an NBO analysis.
Positions of all 11 atoms, in Å:
1 C -0.26637 0.14468 2.00059  -0.677
2 C -1.93513 0.07725 -0.02108  -0.734
3 N 1.96321 -0.43836 -1.66103  -1.075
4 S -0.63813 -0.80561 0.66856  0.595
5 H 0.30881 -0.42027 2.64540  0.216
6 H -0.80992 0.97976 2.00360  0.202
7 H -1.98572 -0.05415 -1.13114  0.206
8 H -1.99878 1.08830 0.32458  0.191
9 H 1.52402 -0.96096 -0.96611  0.356
10 H 1.14943 0.03711 -2.13380  0.356
11 H 2.64785 0.19399 -1.40359  0.363